## 1
Molecular formula: H18O9
Method: DFT, wB97M-V/def2-TZVPD

Last column: Mulliken charge in e.
Positions of all 27 atoms, in Å:
O (-0.368, -2.973, 2.238)  -0.6555
H (-0.867, -2.748, 1.442)  0.3188
H (0.360, -2.328, 2.263)  0.3601
O (2.696, 1.544, 2.043)  -0.6255
H (2.979, 2.375, 2.438)  0.2942
H (1.745, 1.669, 1.877)  0.3419
O (-2.190, -2.591, -2.766)  -0.6193
H (-2.045, -3.094, -3.576)  0.3040
H (-1.539, -1.875, -2.793)  0.3267
O (1.969, -1.357, 1.448)  -0.6426
H (2.466, -2.008, 0.938)  0.2781
H (2.625, -0.731, 1.809)  0.3083
O (-0.957, 2.687, 0.024)  -0.7857
H (-0.674, 1.721, 0.086)  0.4829
H (-0.868, 2.926, -0.900)  0.2788
O (-2.341, 1.375, -2.262)  -0.6021
H (-2.344, 2.005, -1.520)  0.3543
H (-1.592, 1.633, -2.811)  0.2952
O (-0.157, 0.034, 0.145)  -0.6112
H (0.461, -0.353, 0.796)  0.3443
H (0.076, -0.367, -0.708)  0.3022
O (0.611, -1.373, -2.381)  -0.6512
H (1.124, -2.125, -2.708)  0.2826
H (0.477, -0.810, -3.156)  0.3148
O (-0.212, 2.069, 2.769)  -0.6409
H (-0.512, 2.388, 1.893)  0.3705
H (-0.922, 2.305, 3.374)  0.2763

Calculated values
E_HOMO = -0.3937 Eh
Molar mass = 162.14 g mol⁻¹
LUMO energy = -0.0084 hartree
SMILES = O.O.O.O.O.O.O.O.O
Orbital gap = 10.48 eV



## 2
Molecular formula: H18O9
Method: DFT, wB97M-V/def2-TZVPD

Last column: Mulliken charge in e.
Positions of all 27 atoms, in Å:
O (-1.154, 0.678, 0.258)  -0.5398
H (-1.027, -0.233, -0.029)  0.2982
H (-0.309, 0.920, 0.653)  0.3082
O (1.633, -3.813, -2.966)  -0.6160
H (2.053, -4.628, -2.670)  0.3141
H (1.452, -3.332, -2.150)  0.3073
O (0.504, -2.223, 3.264)  -0.6360
H (0.097, -1.494, 3.745)  0.3151
H (1.321, -2.395, 3.745)  0.3194
O (-4.014, 0.391, 1.621)  -0.6097
H (-3.524, 0.994, 2.192)  0.3001
H (-3.402, -0.339, 1.471)  0.3008
O (1.830, 3.504, 0.724)  -0.6087
H (1.341, 4.041, 0.091)  0.3465
H (1.144, 3.085, 1.256)  0.3179
O (-1.087, -1.781, -4.658)  -0.5847
H (-1.355, -1.446, -3.795)  0.2812
H (-1.295, -2.722, -4.619)  0.2969
O (-0.140, 0.038, -2.673)  -0.6325
H (-0.846, 0.207, -3.308)  0.3025
H (-0.605, -0.131, -1.845)  0.2913
O (-1.070, 2.967, -0.033)  -0.5722
H (-1.892, 3.426, 0.176)  0.2976
H (-0.461, 3.251, 0.657)  0.2009
O (3.857, 0.263, 2.674)  -0.6183
H (4.026, 0.729, 3.501)  0.3250
H (2.920, 0.043, 2.717)  0.2952

Calculated values
E_HOMO = -0.4048 Eh
Molar mass = 162.13 g mol⁻¹
LUMO energy = -0.0135 hartree
SMILES = O.O.O.O.O.O.O.O.O
Orbital gap = 10.65 eV



## 3
Molecular formula: H18O9
Method: DFT, wB97M-V/def2-TZVPD

Last column: Mulliken charge in e.
Positions of all 27 atoms, in Å:
O (0.516, -0.756, 2.369)  -0.6562
H (1.033, -0.788, 3.184)  0.2872
H (-0.379, -1.032, 2.623)  0.3417
O (-0.060, 0.547, -0.334)  -0.6003
H (0.116, -0.062, 0.401)  0.2390
H (-0.415, 1.349, 0.080)  0.3123
O (-0.368, 3.421, 1.056)  -0.6373
H (-0.194, 3.124, 1.957)  0.2897
H (0.260, 4.138, 0.903)  0.3130
O (-1.839, -1.688, 1.339)  -0.6757
H (-2.262, -0.892, 1.000)  0.3429
H (-1.176, -1.916, 0.647)  0.3574
O (-2.533, 3.445, -1.103)  -0.6231
H (-3.263, 3.203, -0.524)  0.3066
H (-1.784, 3.584, -0.507)  0.3283
O (0.085, -2.392, -0.609)  -0.5931
H (-0.300, -3.175, -1.022)  0.2762
H (1.026, -2.595, -0.481)  0.3158
O (2.369, -2.674, 0.912)  -0.6417
H (3.084, -3.064, 1.425)  0.2979
H (2.030, -1.923, 1.427)  0.3352
O (2.029, 1.656, -1.896)  -0.6258
H (2.736, 1.003, -1.913)  0.3013
H (1.364, 1.305, -1.259)  0.4241
O (-1.065, -1.160, -3.245)  -0.6252
H (-0.360, -0.772, -2.707)  0.3200
H (-0.650, -1.885, -3.722)  0.2897

Calculated values
E_HOMO = -0.3882 Eh
Molar mass = 162.14 g mol⁻¹
LUMO energy = -0.0026 hartree
SMILES = O.O.O.O.O.O.O.O.O
Orbital gap = 10.49 eV



## 4
Molecular formula: H18O9
Method: DFT, wB97M-V/def2-TZVPD

Last column: Mulliken charge in e.
Positions of all 27 atoms, in Å:
O (0.487, 0.862, 0.246)  -0.6496
H (0.314, 0.554, 1.183)  0.3311
H (0.661, 0.136, -0.348)  0.2267
O (-4.137, 2.856, 1.146)  -0.5856
H (-3.388, 2.263, 0.917)  0.2823
H (-3.869, 3.163, 1.958)  0.3185
O (1.528, 1.583, -2.621)  -0.5977
H (1.160, 1.347, -1.756)  0.3361
H (2.239, 2.076, -2.402)  0.3360
O (1.403, 2.183, 2.062)  -0.5524
H (1.662, 2.836, 2.729)  0.2986
H (0.533, 1.989, 2.153)  0.2463
O (-2.909, 1.648, 4.117)  -0.6232
H (-2.864, 1.485, 3.167)  0.2784
H (-2.097, 2.136, 4.446)  0.3306
O (1.977, -3.797, -2.531)  -0.5594
H (1.430, -3.342, -1.869)  0.2551
H (2.854, -3.741, -2.204)  0.2993
O (3.203, -0.045, -2.036)  -0.5370
H (3.430, -0.906, -1.822)  0.2722
H (2.594, 0.168, -1.311)  0.2891
O (-3.880, -0.637, -0.603)  -0.6076
H (-3.207, -0.039, -0.687)  0.2910
H (-3.868, -1.328, -1.279)  0.3185
O (2.209, -4.587, -0.188)  -0.6075
H (1.398, -3.983, 0.034)  0.3117
H (1.962, -5.350, 0.350)  0.2985

Calculated values
E_HOMO = -0.3959 Eh
Molar mass = 162.13 g mol⁻¹
LUMO energy = -0.0258 hartree
SMILES = O.O.O.O.O.O.O.O.O
Orbital gap = 10.07 eV



Relative energy of each structure, in eV: 1 0.191; 2 2.320; 3 0.000; 4 3.647.



## 1
Molecular formula: CHI2NO
Method: DFT, wB97M-V/def2-TZVPD

Last column: Mulliken charge in e.
Positions of all 6 atoms, in Å:
C (-0.453, -0.516, 0.529)  0.3548
N (-0.106, -0.888, 1.623)  -0.4760
O (-1.518, -0.549, -0.204)  -0.4902
I (-3.552, -1.305, 0.057)  0.2981
I (1.725, -0.508, 2.344)  0.1760
H (0.373, 0.141, -0.156)  0.1373

Calculated values
E_HOMO = -0.3445 Eh
Molar mass = 296.83 g mol⁻¹
LUMO energy = -0.0887 hartree
Orbital gap = 6.96 eV



## 2
Molecular formula: CHI2NO
Method: DFT, wB97M-V/def2-TZVPD

Last column: Mulliken charge in e.
Positions of all 6 atoms, in Å:
O (0.346, -2.306, -0.203)  -0.5689
N (-0.372, -1.372, -0.095)  0.5039
C (-0.681, -0.235, -0.028)  -0.2125
I (-2.345, 0.905, 0.226)  0.2514
I (2.313, 1.436, 0.196)  -0.0305
H (0.739, 1.573, -0.096)  0.0566

Calculated values
E_HOMO = -0.3555 Eh
Molar mass = 296.83 g mol⁻¹
LUMO energy = -0.0366 hartree
SMILES = [O-][N+]#CI.I
Orbital gap = 8.68 eV



Relative energy of each structure, in eV: 1 0.000; 2 0.626.



## 1
Molecular formula: C3H4NO3
Method: DFT, wB97M-V/def2-TZVPD

Last column: Mulliken charge in e.
Positions of all 11 atoms, in Å:
O (-2.196, -0.222, -2.428)  -0.6835
C (-1.020, 0.114, -2.523)  0.4561
O (-0.408, 0.770, -3.408)  -0.7127
C (0.078, -0.101, -1.285)  -0.1613
N (0.121, -1.189, -0.295)  -0.4289
C (0.028, -1.066, 0.966)  0.1883
O (0.090, 0.068, 1.761)  -0.5240
H (-0.007, 0.820, -0.645)  -0.0282
H (0.961, -0.173, -1.836)  0.2214
H (-0.088, -1.987, 1.500)  0.3482
H (0.246, 0.939, 1.265)  0.3245

Calculated values
E_HOMO = -0.1500 Eh
Molar mass = 102.07 g mol⁻¹
LUMO energy = 0.1273 hartree
Net charge = -1
SMILES = O=C([O-])C/N=C\O
Orbital gap = 7.55 eV



## 2
Molecular formula: C3H4NO3
Method: DFT, wB97M-V/def2-TZVPD

Last column: Mulliken charge in e.
Positions of all 11 atoms, in Å:
C (1.583, 0.331, -0.539)  -0.6859
C (-1.800, -0.413, -1.008)  0.7219
C (0.051, -0.557, 1.025)  -0.1255
N (0.905, -0.593, 0.044)  -0.3774
O (-2.329, 0.634, -0.928)  -0.4850
O (-1.551, -1.464, -1.410)  -0.3827
O (-0.106, 0.613, 1.811)  -0.5471
H (1.991, 0.045, -1.613)  0.1456
H (1.271, 1.372, -0.409)  0.1513
H (-0.354, -1.429, 1.543)  0.3306
H (0.339, 1.460, 1.486)  0.2541

Calculated values
E_HOMO (spin up / spin down) = -0.0493 / -0.0493 Eh
Molar mass = 102.07 g mol⁻¹
LUMO energy (spin up / spin down) = 0.1381 / 0.1381 hartree
Net charge = -1
Orbital gap (spin up / spin down) = 5.10 / 5.10 eV



Relative energy of each structure, in eV: 1 0.000; 2 1.555.